Entry 1:
This record from the OMol25 dataset describes a cluster of 6 separate species, C36H29Cl10O in total. The level of theory is ωB97M-V/def2-TZVPD.

## Properties
LUMO: 0.0702 Eh
HOMO: -2.134 eV
Charge: -1
Energy: -165072.0136 eV
Gap between HOMO and LUMO: 4.04 eV

Each line ends with the Löwdin charge.
CARTESIAN COORDINATES (ANGSTROEM)
C (-1.46845, -2.80098, 1.22467)  -0.014
C (-0.28335, -2.65783, 1.48392)  -0.361
C (1.09903, -2.52210, 1.78876)  -0.295
O (1.75780, -3.78673, 1.38618)  -0.258
C (2.72151, -4.25010, 2.27326)  -0.299
C (2.49055, -5.73719, 2.64783)  -0.228
C (1.11250, -6.25800, 2.25500)  -0.115
H (-2.44065, -3.19225, 1.07473)  -0.030
H (1.15946, -2.40947, 2.88060)  0.027
H (2.80203, -3.65333, 3.18696)  0.098
H (3.70602, -4.17016, 1.78197)  0.091
H (2.63999, -5.85832, 3.72272)  0.093
H (3.24095, -6.34396, 2.13909)  0.066
H (0.29846, -5.67315, 2.67542)  0.073
H (1.01355, -6.36080, 1.17803)  0.067
H (1.00946, -7.27344, 2.65694)  0.059
Cl (-2.07307, 2.74130, 2.71160)  0.654
C (-0.66724, 2.36996, 3.65993)  -0.679
C (0.05260, 1.20056, 3.44373)  -0.648
Cl (-0.37631, 0.05012, 2.24470)  0.801
C (1.17282, 0.93857, 4.22492)  -0.092
C (1.56499, 1.83207, 5.20684)  -0.090
C (0.84238, 2.99989, 5.41650)  -0.102
C (-0.27382, 3.26738, 4.64178)  -0.127
H (1.72888, 0.02700, 4.04788)  0.106
H (2.43762, 1.61689, 5.80951)  0.101
H (1.14703, 3.70236, 6.18106)  0.097
H (-0.84288, 4.17383, 4.79662)  0.098
Cl (-0.91161, 5.25664, -2.34745)  0.678
C (-0.53674, 3.56142, -2.36109)  -0.675
C (-0.12924, 2.92484, -3.52403)  -0.683
Cl (0.03728, 3.79123, -5.02081)  0.655
C (0.15642, 1.56771, -3.50601)  -0.113
C (0.03692, 0.85003, -2.32798)  -0.060
C (-0.36696, 1.48831, -1.16352)  -0.058
C (-0.65356, 2.84232, -1.18086)  -0.099
H (0.47218, 1.07789, -4.41665)  0.102
H (0.25884, -0.20831, -2.31269)  0.114
H (-0.45809, 0.93145, -0.24336)  0.057
H (-0.96956, 3.34245, -0.27524)  0.090
Cl (5.95251, -6.52105, 0.50501)  0.673
C (5.58789, -5.52264, -0.85894)  -0.678
C (6.54239, -5.21722, -1.81838)  -0.692
Cl (8.15770, -5.83960, -1.71466)  0.646
C (6.20922, -4.39940, -2.88788)  -0.122
C (4.92661, -3.88819, -2.99669)  -0.085
C (3.97069, -4.19488, -2.03717)  -0.060
C (4.30065, -5.01169, -0.97086)  -0.091
H (6.95809, -4.16358, -3.63115)  0.100
H (4.67467, -3.24665, -3.83045)  0.102
H (2.96802, -3.79704, -2.11067)  0.115
H (3.55910, -5.24436, -0.21785)  0.095
Cl (-1.51286, 12.15088, -5.48059)  0.659
C (-1.15476, 10.45722, -5.43854)  -0.691
C (-0.74589, 9.77838, -6.57805)  -0.690
Cl (-0.56396, 10.59531, -8.09391)  0.660
C (-0.47330, 8.41939, -6.51372)  -0.105
C (-0.60585, 7.73958, -5.31518)  -0.073
C (-1.01045, 8.42038, -4.17581)  -0.082
C (-1.28470, 9.77560, -4.23714)  -0.107
H (-0.15717, 7.89733, -7.40594)  0.106
H (-0.39469, 6.67976, -5.26569)  0.064
H (-1.11122, 7.89054, -3.23974)  0.065
H (-1.60140, 10.31067, -3.35292)  0.105
Cl (-5.06118, -5.31533, 3.39281)  0.671
C (-5.77513, -3.83495, 2.85966)  -0.690
C (-5.39593, -2.61458, 3.40401)  -0.690
Cl (-4.18510, -2.51379, 4.62561)  0.686
C (-5.99382, -1.44495, 2.95588)  -0.107
C (-6.96327, -1.49165, 1.96954)  -0.088
C (-7.33909, -2.71131, 1.42342)  -0.092
C (-6.74551, -3.87949, 1.86886)  -0.116
H (-5.69177, -0.49887, 3.38232)  0.106
H (-7.42332, -0.57515, 1.62564)  0.103
H (-8.09332, -2.75336, 0.64920)  0.101
H (-7.03163, -4.83338, 1.44853)  0.102

Force components x, y, z for each atom (eV/Å):
C 0.3 0.0 -0.5
C 0.2 -0.6 0.2
C -0.5 -0.2 -0.2
O 0.0 0.1 0.2
C 0.3 -0.2 -0.3
C -0.1 0.3 -0.2
C 0.2 -0.7 0.4
H -0.3 0.2 0.1
H 0.3 0.0 0.0
H -0.3 0.2 0.0
H 0.1 0.1 0.2
H 0.1 -0.1 0.0
H 0.1 -0.1 0.1
H 0.0 0.2 -0.2
H -0.2 0.4 -0.1
H 0.0 0.0 0.0
Cl 0.0 0.0 0.0
C 0.0 0.1 0.1
C 0.0 0.0 -0.2
Cl -0.3 0.5 0.4
C 0.1 0.1 0.2
C 0.0 0.0 0.0
C 0.0 0.0 0.0
C 0.0 0.0 0.1
H 0.0 0.0 -0.1
H 0.0 0.0 0.0
H 0.0 0.0 0.0
H 0.0 0.0 0.0
Cl 0.0 0.0 0.0
C 0.0 0.0 0.0
C 0.0 0.0 -0.1
Cl 0.0 0.0 0.0
C 0.0 -0.1 0.0
C 0.0 0.0 0.0
C 0.0 0.0 0.0
C 0.0 0.0 0.0
H 0.0 0.1 0.0
H 0.0 0.0 0.0
H 0.0 0.0 0.0
H 0.0 0.0 0.0
Cl 0.1 -0.1 0.0
C -0.2 0.0 0.1
C 0.0 0.0 -0.1
Cl 0.0 0.0 0.0
C -0.1 0.1 -0.1
C 0.0 0.0 0.1
C 0.0 0.0 -0.1
C 0.0 0.0 0.0
H 0.0 0.0 0.0
H 0.0 0.0 0.0
H 0.0 0.0 0.1
H 0.0 0.0 0.0
Cl 0.0 0.0 0.0
C 0.0 0.1 0.1
C 0.0 0.0 -0.1
Cl 0.0 0.0 0.0
C 0.0 -0.1 0.1
C 0.0 0.0 0.0
C 0.0 0.0 0.0
C 0.0 -0.1 0.0
H 0.0 0.1 0.0
H 0.0 0.0 0.0
H 0.0 0.0 0.0
H 0.0 0.1 0.0
Cl 0.0 0.0 0.0
C 0.0 -0.1 0.0
C 0.1 0.1 0.0
Cl 0.0 0.0 0.0
C -0.1 0.0 -0.1
C 0.0 -0.1 0.0
C 0.0 0.0 0.0
C -0.1 0.0 -0.1
H 0.1 0.0 0.0
H 0.0 0.0 0.0
H 0.0 0.0 0.0
H 0.0 0.0 0.0

---

Entry 2:
This record from the OMol25 dataset describes a structure of composition C5H6O4Ru. The level of theory is ωB97M-V/def2-TZVPD.

## Properties
LUMO (spin up / spin down): -0.3409 / -0.4324 Eh
HOMO (spin up / spin down): -15.942 / -18.857 eV
Charge: +2
Energy: -16025.6889 eV
Spin multiplicity: 7
Gap between HOMO and LUMO (spin up / spin down): 6.67 / 7.09 eV

Each line ends with the Löwdin charge.
CARTESIAN COORDINATES (ANGSTROEM)
O (2.79299, 1.21126, -0.76248)  -0.081
C (2.25943, 0.33282, -0.03720)  -0.741
O (2.86748, -0.18477, 0.93469)  -0.102
O (1.01832, -0.07768, -0.29796)  0.070
C (0.16293, -0.36815, 0.80074)  -0.126
C (-1.21713, -0.73547, 0.29014)  -0.185
Ru (4.43942, 1.00709, 0.42261)  1.663
H (0.14788, 0.47011, 1.50992)  0.154
H (0.55473, -1.22828, 1.35909)  0.156
H (-1.20801, -1.83722, 0.31893)  0.141
H (-2.59272, -0.78015, -1.49327)  0.173
C (-1.85533, 1.19297, -0.36447)  0.104
C (-1.73277, -0.24850, -1.06145)  -0.032
O (-2.20718, 2.22566, -0.12727)  0.432
H (-2.45625, -0.91580, 0.34519)  0.237
H (-0.97380, -0.06390, -1.83721)  0.138

Force components x, y, z for each atom (eV/Å):
O -0.3 0.2 -0.8
C -3.8 -1.4 -0.5
O 0.2 -0.4 0.9
O 0.7 1.3 -1.0
C -0.5 0.3 2.6
C -3.7 -5.4 -1.7
Ru 3.2 1.0 0.6
H 0.2 0.1 -0.3
H -0.2 0.3 -0.2
H 0.5 -0.1 -0.9
H -0.4 1.0 0.4
C -3.0 -0.1 -3.9
C 3.9 2.8 0.0
O 1.0 -0.5 0.9
H 2.6 1.3 3.8
H -0.2 -0.1 -0.1